{"formula": "C2H7BrN2", "method": "ωB97M-V with the def2-TZVPD basis set", "homo_lumo_gap_ev": [8.482, 8.481], "max_force_ev_per_a": 2.6, "total_charge": 0, "lumo_energy_ha": [0.0214, 0.0214], "e_homo_ev": [-7.9, -7.9], "species": ["C", "C", "N", "N", "Br", "H", "H", "H", "H", "H", "H", "H"], "xyz": [[0.897239, -0.369281, 1.870176], [-0.317792, 1.364090, -1.631823], [0.030929, -0.950357, 1.115022], [0.360143, -2.067034, 0.509787], [-0.979195, -2.635564, -0.668021], [-1.360770, 0.984370, -1.683253], [0.615732, 0.563107, 2.201681], [1.749842, -1.003438, 2.168413], [0.406653, 0.625147, -1.449217], [-0.141530, 2.033342, -2.501868], [-0.426895, 1.941627, -0.762694], [-0.834356, -0.486009, 0.831799]], "atomic_forces_ev_per_a": [[0.5, -1.6, 0.6], [-2.2, 0.8, -1.1], [0.5, -0.7, -1.6], [-0.3, -0.7, -0.1], [-0.2, 0.1, 0.1], [0.8, -0.4, -0.6], [-0.1, 1.8, 1.0], [-0.4, 0.9, -0.2], [0.8, -1.0, -0.2], [0.1, -0.7, 0.6], [0.4, 1.3, 1.3], [0.1, 0.1, 0.2]], "nbo_charge": [-0.2425, -0.8584, -0.2332, -0.4389, 0.0973, 0.2129, 0.1952, 0.2200, 0.2180, 0.2233, 0.2018, 0.4046]}



{"formula": "C2H14NO3", "method": "ωB97M-V with the def2-TZVPD basis set", "homo_lumo_gap_ev": 11.950, "max_force_ev_per_a": 4.2, "total_charge": 1, "lumo_energy_ha": -0.1049, "e_homo_ev": -14.8, "species": ["C", "N", "C", "H", "H", "H", "H", "H", "H", "H", "H", "H", "H", "O", "H", "H", "O", "H", "H", "O"], "xyz": [[0.503932, -1.457362, 0.847564], [-0.198720, -0.105769, 0.702345], [-1.542330, -0.387361, 0.073838], [1.522204, -1.275700, 0.536018], [0.227912, -1.891312, 1.872568], [-0.152545, -2.154571, 0.268114], [0.263067, 0.713251, 0.069401], [-0.372064, 0.185363, 1.716382], [-1.695459, -0.281552, -0.998088], [-2.406062, 0.210895, 0.611260], [-1.949973, -1.364597, 0.364938], [0.124067, -1.555835, -3.739516], [1.514558, -0.755458, -3.959649], [0.764909, -0.943554, -3.347708], [1.652123, 1.103003, -1.958766], [1.094678, 2.303115, -1.268511], [1.267292, 1.359385, -1.179963], [-0.699552, 1.741558, 4.005727], [-1.778204, 1.084177, 3.193955], [-0.747616, 1.302468, 3.132840]], "atomic_forces_ev_per_a": [[-2.1, -0.4, 0.3], [-1.3, 0.6, -0.1], [-3.5, 0.9, 2.3], [0.3, -0.9, 0.3], [1.4, 1.2, -1.0], [1.6, 0.5, -0.4], [-0.2, -2.4, 1.5], [0.4, 0.5, -1.7], [0.9, 0.3, 0.1], [2.0, -0.3, -1.2], [0.9, -0.1, -0.2], [0.7, 0.3, -0.3], [-1.2, -0.7, 0.3], [0.6, 0.4, 0.0], [1.3, -1.4, -3.1], [0.1, 0.0, 0.0], [-1.7, 1.5, 3.3], [0.7, -0.2, -0.5], [3.1, 0.6, -0.5], [-4.0, -0.5, 1.0]], "nbo_charge": [-0.4203, -0.5873, -0.4548, 0.2480, 0.2361, 0.2275, 0.4989, 0.4755, 0.2544, 0.2232, 0.2228, 0.4918, 0.4893, -0.9799, 0.4995, 0.4957, -0.9441, 0.5082, 0.4834, -0.9679]}



Let's list relative energy (zero: lowest compared OMol25 entry of this formula, charge and spin) in order: 1.542 2.103 eV.